{"formula": "C14H14AlBrNO5", "method": "the ωB97M-V functional and the def2-TZVPD basis", "charge": -1, "e_tot_ha": -3789.31020, "e_homo_ev": -5.13, "multiplicity": 1, "e_lumo_ev": 0.5, "species": ["C", "C", "C", "Al", "H", "H", "C", "H", "H", "C", "H", "O", "H", "H", "O", "C", "C", "C", "Br", "H", "O", "H", "C", "O", "O", "C", "N", "H", "C", "H", "H", "C", "C", "H", "H", "C"], "positions_angstrom": [[6.0697, -1.2083, -3.7850], [-4.8268, 3.4357, 0.6225], [0.1301, -1.7979, 1.5501], [0.1878, -2.8042, -0.3307], [5.3657, 0.2941, -0.7062], [-0.7156, -2.2555, 2.0577], [5.2126, -0.3657, -1.5511], [4.8677, -2.6773, -4.7323], [-0.8170, -2.1435, -1.3976], [-5.2733, 3.5666, 3.4568], [1.7262, -2.6680, -0.7239], [7.2130, 0.4164, -2.5265], [-7.3674, 3.9218, 2.9247], [3.3816, -1.2383, -0.8935], [-5.4709, 3.6262, 4.6531], [-6.1843, 3.6819, 1.1813], [3.9779, -2.0689, -2.8224], [5.0209, -2.0191, -3.8858], [-1.8918, 0.1329, 0.7644], [-3.1255, 3.1917, 3.6205], [3.0204, -2.7979, -2.9009], [-1.1686, -4.8015, 0.1812], [6.2479, -0.3185, -2.6079], [-4.6511, 3.3898, -0.5748], [0.6575, 0.5382, 1.7145], [-6.3906, 3.7430, 2.4927], [-0.1899, -4.6059, -0.0030], [-6.9796, 3.8066, 0.4570], [-0.0637, -0.3768, 1.4652], [-2.7333, 3.0696, 1.1649], [0.3098, -4.9297, 0.8207], [4.1597, -1.1750, -1.6450], [-3.9230, 3.3203, 2.9000], [1.0947, -1.9890, 2.0145], [6.8413, -1.1515, -4.5429], [-3.7119, 3.2576, 1.5876]], "forces_ev_per_angstrom": [[0.0, 0.0, 0.0], [0.0, 0.0, 0.0], [-0.4, 0.4, -0.3], [0.0, -0.2, -0.1], [0.0, 0.0, 0.0], [0.0, -0.2, -0.1], [0.0, 0.0, 0.0], [0.0, 0.0, 0.0], [-0.1, 0.0, 0.1], [0.0, 0.0, 0.0], [0.1, 0.1, 0.2], [0.0, 0.0, 0.0], [0.0, 0.0, 0.0], [0.0, 0.0, 0.0], [0.0, 0.0, 0.0], [0.0, 0.0, 0.0], [0.0, 0.1, 0.2], [0.0, 0.0, 0.0], [-0.4, 0.0, 0.0], [0.0, 0.0, 0.0], [0.2, -0.1, -0.5], [0.0, -0.1, -0.1], [0.0, 0.0, 0.0], [0.0, 0.0, 0.0], [0.0, 0.0, -0.3], [0.0, 0.0, 0.0], [-0.1, 0.3, 0.3], [0.0, 0.0, 0.0], [0.7, 0.0, 0.5], [0.0, -0.1, 0.0], [0.0, -0.2, -0.1], [0.0, 0.0, 0.0], [0.0, 0.0, 0.0], [0.0, -0.1, 0.2], [0.0, 0.0, 0.0], [0.0, 0.0, 0.0]], "lowdin_charge": [0.0041, -0.3824, -0.2873, 0.1958, 0.1178, 0.0493, 0.0107, 0.1163, -0.1095, -0.3913, -0.0945, 0.0778, 0.1160, 0.0856, 0.0903, 0.0153, -0.3842, 0.0171, 0.5346, 0.1238, 0.0932, -0.0447, -0.3991, 0.1080, -0.0249, 0.0103, -0.1447, 0.1173, -0.8828, 0.0900, -0.0438, 0.0271, 0.0190, 0.0576, 0.1134, -0.0011]}

=====

{"formula": "C2H6N3O", "method": "the ωB97M-V functional and the def2-TZVPD basis", "charge": 1, "e_tot_ha": -318.84735, "e_homo_ev": -15.22, "e_above_lowest_ev": 6.9390, "multiplicity": 1, "e_lumo_ev": -5.2, "species": ["N", "C", "C", "N", "N", "H", "O", "H", "H", "H", "H", "H"], "positions_angstrom": [[0.1460, 0.3893, 1.0847], [0.2603, 0.7629, -0.1240], [0.1387, 0.2152, -1.4064], [0.3544, 1.6657, -1.0541], [-0.4913, -1.4134, 1.0699], [0.3282, -1.7888, 1.5654], [-0.7155, -1.6310, -0.1090], [0.2203, 0.8711, 1.8987], [-0.8592, 0.0934, -1.5830], [0.9212, -0.3211, -1.9285], [-1.3738, -1.2444, 1.6990], [1.0707, 2.4012, -1.1127]], "forces_ev_per_angstrom": [[0.1, -1.9, -2.7], [0.2, 0.0, 3.7], [1.7, 0.5, -1.8], [0.5, 1.1, 0.4], [-2.4, 1.1, 0.2], [0.1, -0.2, -0.3], [0.4, -1.1, 0.9], [0.4, 2.2, 2.6], [-2.2, -0.6, -1.8], [-0.1, -0.2, 0.3], [1.8, -0.2, -1.0], [-0.4, -0.6, -0.4]], "lowdin_charge": [0.2243, -0.3763, 0.0155, 0.2042, 0.0139, 0.1851, -0.0077, 0.0904, 0.0956, 0.1463, 0.2300, 0.1787]}

=====

{"formula": "C7H12N4O", "method": "the ωB97M-V functional and the def2-TZVPD basis", "smiles": "CC(C)(C)[C@@H](N=O)n1ccnn1", "charge": 0, "e_tot_ha": -568.02932, "e_homo_ev": -9.13, "e_above_lowest_ev": 4.2463, "multiplicity": 1, "e_lumo_ev": -0.2, "species": ["H", "N", "H", "H", "C", "C", "H", "C", "C", "C", "H", "H", "N", "C", "N", "O", "H", "H", "H", "H", "C", "H", "N", "H"], "positions_angstrom": [[4.4442, 0.8919, 0.2369], [2.7875, 1.5004, -0.7854], [-3.0458, -0.5077, 0.5258], [-0.1955, 1.7732, 0.7315], [2.6297, -0.3968, 0.3686], [-1.4209, 0.8278, -1.1696], [-2.1637, -1.8703, -0.2346], [0.1699, -0.8011, -0.0802], [-1.0547, 0.0606, 0.1536], [-2.0932, -0.9667, 0.5506], [-0.1904, 0.7130, 2.0101], [2.6990, -1.1265, 1.1429], [-0.0714, -1.4797, -1.5097], [3.4878, 0.6372, 0.0113], [1.4366, -0.0182, -0.1343], [-0.4332, -2.5975, -1.4121], [0.3210, -1.7044, 0.6562], [-1.7037, 1.4477, 1.5510], [-1.7716, 0.2165, -1.9130], [-2.3142, 1.4519, -0.9371], [-0.7257, 1.0415, 1.2426], [-1.8069, -1.5212, 1.3949], [1.5827, 1.0667, -0.9313], [-0.5672, 1.3618, -1.4690]], "forces_ev_per_angstrom": [[2.6, 0.2, 0.8], [0.2, -0.6, -0.1], [-1.2, 0.2, 0.7], [1.0, 1.8, -0.4], [0.6, 1.8, 0.7], [-1.3, 0.6, 3.4], [0.0, 2.2, 1.4], [1.6, -1.4, -0.7], [0.4, -1.4, -0.9], [-0.1, -1.9, -3.4], [2.1, -1.7, 3.4], [0.1, -0.6, 0.0], [1.0, 0.8, 0.9], [-3.3, -0.7, -0.9], [-0.6, -1.3, -1.2], [0.0, -0.5, 0.0], [-0.3, 1.9, -1.2], [0.5, 0.2, 0.3], [-0.5, -1.8, -1.9], [0.8, 0.1, 0.0], [-4.1, 1.1, -2.7], [-0.1, -0.2, 1.8], [-0.3, 0.1, 0.8], [0.7, 1.0, -0.6]], "lowdin_charge": [0.0593, 0.0113, 0.0733, 0.0596, -0.0501, -0.0229, 0.1202, -0.1985, -0.5637, -0.0495, 0.0457, 0.1091, 0.0335, -0.1103, -0.0997, 0.0169, 0.1830, 0.1132, 0.0427, 0.1066, -0.0234, 0.0659, 0.0351, 0.0426]}

=====

{"formula": "C29H42N3O4SbSe2Si3Te2Ti", "method": "the ωB97M-V functional and the def2-TZVPD basis", "charge": -2, "e_tot_ha": -8892.89334, "e_homo_ev": [-0.44, -0.44], "e_above_lowest_ev": 0.4299, "multiplicity": 1, "e_lumo_ev": [3.8, 3.8], "species": ["C", "H", "H", "H", "H", "Si", "O", "H", "H", "C", "N", "Se", "H", "H", "C", "H", "N", "H", "C", "C", "H", "H", "C", "H", "H", "C", "H", "Te", "O", "C", "H", "Se", "O", "C", "H", "H", "C", "H", "H", "H", "H", "N", "H", "C", "C", "C", "C", "C", "Ti", "C", "H", "H", "C", "C", "H", "C", "H", "H", "H", "H", "Si", "Te", "C", "C", "H", "C", "C", "O", "Sb", "H", "H", "H", "H", "C", "H", "Si", "H", "H", "C", "H", "C", "H", "C", "H", "H", "C", "C"], "positions_angstrom": [[2.3571, -0.4621, 2.6944], [-0.9889, -3.1591, 2.7501], [4.9482, -1.9930, 1.7454], [1.1908, 3.1740, 2.5898], [2.8523, 0.4089, 2.2656], [-3.5997, -0.1804, 0.6640], [-3.1268, 4.5050, 1.1785], [-5.3702, -1.0861, -0.7603], [-0.1447, 7.4323, -1.8255], [0.1913, -3.8033, -2.4177], [-0.7505, 3.6550, -1.2246], [-1.3750, -0.5566, -2.6471], [3.2535, -0.2071, -3.9206], [0.5857, 1.6915, 0.7188], [4.2925, -1.8636, 0.8775], [2.8507, -5.1639, -2.0180], [2.2503, 0.2832, -0.2550], [4.5490, -0.9161, 0.4001], [1.8518, -0.8185, -0.8961], [0.5412, -4.9803, 0.2486], [4.1368, 1.7549, -2.6100], [-3.4491, -2.4964, 1.7657], [3.0074, 1.1846, -0.8780], [-5.1224, 1.7406, 0.2961], [4.5117, -2.6655, 0.1713], [0.2937, 2.5679, 2.6462], [0.8441, -4.9399, 1.2913], [-0.4029, -0.0742, -4.8843], [0.2945, 1.8245, -2.3802], [0.7226, 2.9808, -2.7718], [-4.2283, -0.1815, -1.7731], [-3.1002, 2.3963, -2.9664], [-2.6806, 2.6953, -0.0715], [3.4864, 1.0172, -2.1600], [3.5102, -3.5221, -2.0389], [1.1291, 5.7814, -3.1332], [-4.3078, -0.8792, -0.9373], [0.5521, -3.2836, -3.3044], [-5.5880, 0.7847, 1.7213], [-2.2937, 1.7546, 4.6371], [-5.0482, -1.7591, 1.8517], [-1.9990, 1.0114, 2.7464], [-3.7694, -1.2125, 2.9499], [-1.4599, 4.5911, -0.5463], [-3.9748, -1.5534, 1.9337], [-0.2930, 6.3709, -1.6596], [2.9871, -4.2557, -1.4221], [-2.5091, 3.9285, 0.3004], [-1.3559, 1.6700, -1.2489], [0.4179, 5.4723, -2.3775], [1.3400, -0.1569, 2.9335], [1.4962, -3.6633, 3.0095], [-4.7416, 1.2248, 1.1797], [-1.2448, 1.0009, 1.6327], [-4.2636, 1.9717, 1.8070], [2.4587, -3.4691, 2.5362], [-1.5715, -1.5035, 3.0152], [2.8661, -0.7381, 3.6253], [-0.2943, 3.2146, 4.6310], [-3.8233, -1.8117, -1.2356], [2.4961, -1.8952, 1.4783], [-2.0067, 2.3833, -5.1885], [-0.0591, 1.7646, 1.5858], [-1.6383, 1.7831, 3.7699], [0.8393, -5.9554, -0.1526], [2.1544, -0.9669, -2.2597], [3.0044, -0.0748, -2.8735], [1.6017, 3.0497, -3.8223], [-0.8883, -1.7754, 0.4119], [2.7605, -4.3581, 1.9786], [3.2771, 2.0631, -0.2977], [0.1452, -4.8746, -2.6518], [1.5193, 2.1912, -4.2712], [-1.7173, 0.2169, 0.4640], [3.1967, -3.3141, 3.3306], [1.2746, -3.6531, -0.8827], [-1.8986, 6.6089, -0.1429], [-0.5492, -4.9278, 0.2075], [-0.5165, 2.5868, 3.7774], [3.6275, -4.5080, -0.5738], [-1.2816, 5.9226, -0.7065], [-0.8272, -3.4577, -2.2391], [1.3193, -1.9281, -0.0257], [0.1528, -1.8373, 3.0583], [1.6917, -1.7465, -2.8425], [0.2096, 4.0713, -2.1496], [-0.7792, -2.1018, 2.5672]], "forces_ev_per_angstrom": [[0.1, -0.1, 0.0], [0.0, 0.0, 0.0], [0.0, 0.0, 0.0], [0.0, 0.0, 0.0], [0.0, 0.0, 0.0], [0.2, 0.1, 0.0], [0.0, 0.0, 0.0], [0.0, 0.0, 0.0], [0.0, 0.0, 0.0], [0.0, -0.1, 0.0], [0.0, -0.7, 0.2], [0.0, -0.5, -0.3], [0.0, 0.0, 0.0], [0.0, 0.0, 0.0], [0.0, 0.0, 0.0], [0.0, 0.0, 0.0], [0.0, 0.1, 0.1], [0.0, 0.0, 0.0], [0.5, -0.2, -0.1], [0.0, 0.0, 0.0], [0.0, 0.0, 0.0], [0.0, 0.0, 0.0], [0.1, -0.1, 0.1], [0.0, 0.0, 0.0], [0.0, 0.0, 0.0], [-0.1, 0.0, 0.0], [0.0, 0.0, 0.0], [-0.7, 0.6, 0.1], [-0.4, -0.3, 0.3], [0.3, 0.3, -0.4], [0.0, 0.0, 0.0], [-0.3, -0.1, -0.4], [0.2, -0.4, 0.1], [-0.1, 0.1, -0.1], [0.0, 0.0, 0.0], [0.0, 0.0, 0.0], [0.0, 0.0, 0.1], [0.0, 0.0, 0.0], [0.0, 0.0, 0.0], [0.0, 0.0, 0.0], [0.0, 0.0, 0.0], [0.0, 0.0, 0.0], [0.0, 0.0, 0.0], [0.2, -0.1, 0.0], [0.0, 0.0, 0.0], [0.0, 0.1, 0.0], [0.0, 0.0, 0.1], [-0.1, 0.2, -0.3], [0.4, 1.7, -0.2], [0.0, -0.1, 0.1], [0.0, 0.0, 0.0], [0.0, 0.0, 0.0], [-0.1, 0.0, -0.1], [0.2, 0.0, 0.2], [0.0, 0.0, 0.0], [0.0, 0.0, 0.0], [0.0, 0.0, 0.0], [0.0, 0.0, 0.0], [0.0, 0.0, 0.0], [0.0, 0.0, 0.0], [0.0, 0.1, 0.0], [0.5, -0.5, 0.1], [0.0, -0.1, 0.0], [0.0, 0.0, 0.0], [0.0, 0.0, 0.0], [-0.1, 0.0, 0.0], [-0.1, 0.2, 0.0], [0.1, -0.3, 0.2], [-0.2, 0.0, 0.2], [0.0, 0.0, 0.0], [-0.1, 0.0, 0.0], [0.0, 0.0, 0.0], [-0.1, 0.0, 0.0], [0.0, 0.0, 0.1], [0.0, 0.0, 0.0], [0.0, 0.3, 0.0], [0.0, 0.0, 0.0], [0.0, 0.0, 0.0], [0.0, 0.1, 0.0], [0.0, 0.0, 0.0], [0.1, 0.1, 0.1], [0.0, 0.0, 0.0], [-0.1, -0.2, -0.2], [0.0, 0.0, -0.1], [0.1, -0.1, 0.1], [-0.3, 0.2, 0.1], [-0.1, -0.1, 0.1]], "lowdin_charge": [-0.1755, -0.0029, 0.0272, 0.1053, 0.0223, 0.4138, 0.0557, 0.0258, 0.0802, -0.2189, -0.0190, -0.0223, 0.1035, 0.0813, -0.1611, 0.0245, 0.0698, 0.0228, -0.4178, -0.1985, 0.0989, -0.0040, -0.1469, 0.0316, 0.0071, -0.0748, -0.0046, 0.2298, -0.3190, -0.5357, -0.0274, -0.0033, -0.2506, -0.0814, 0.0254, 0.1024, -0.2313, 0.0099, 0.0224, 0.0972, 0.0185, 0.0926, 0.0153, -0.2235, -0.2219, -0.1079, -0.1819, -0.5621, 0.4929, -0.0306, 0.0082, 0.0116, -0.1752, -0.4466, 0.0122, -0.1960, -0.0241, 0.0291, 0.0852, 0.0029, 0.4698, 0.1608, -0.0701, -0.1485, 0.0288, -0.0983, -0.0828, 0.0189, 1.3678, 0.0164, 0.1123, 0.0304, 0.0362, -0.5860, 0.0259, 0.4052, 0.0977, 0.0171, -0.0902, 0.0118, -0.0313, -0.0192, -0.5275, -0.0335, 0.0538, -0.2185, -0.3080]}

=====

> Look up the multiplicity of the third one.

1

=====

> Which value of multiplicity does entry 4 give?

1